(1)
Formula: C2H3LiO2Rb
Source: the Open Molecules 2025 dataset
Level of theory: the ωB97M-V functional and the def2-TZVPD basis

Output
Total charge   +1
LUMO   -0.1880 hartree
Gap between HOMO and LUMO   3.9 eV
Energy relative to the best compared isomer or geometry (same formula, charge and spin)   66.1 kcal per mole

Last column: Löwdin charge in e.
Atoms and positions in Å:
H: 0.516 -1.328 -1.717  0.071
O: -0.146 -1.972 -1.438  -0.016
C: -0.401 -1.319 -0.307  -0.225
C: 0.332 -0.218 -0.115  -0.456
O: 0.249 0.653 0.833  -0.362
Li: -1.028 2.059 0.209  0.797
Rb: 0.575 3.903 3.095  0.967
H: -1.245 -1.691 0.254  0.119
H: 1.147 -0.087 -0.814  0.104

Forces on atoms 1 to 3 (eV/Å):
0.4 -1.0 -1.7
0.5 -1.1 -1.5
-1.0 0.9 1.2

***

(2)
Formula: C2H3LiO2Y
Source: the Open Molecules 2025 dataset
Level of theory: the ωB97M-V functional and the def2-TZVPD basis

Output
Total charge   +1
LUMO   -0.1802 hartree
Gap between HOMO and LUMO   7.5 eV

Last column: Löwdin charge in e.
Atoms and positions in Å:
H: 1.799 -0.820 -2.686  -0.168
O: -0.288 1.126 -0.728  -0.373
C: -0.836 0.807 0.469  -0.301
C: -0.567 -0.417 0.996  -0.304
O: 0.353 -1.165 0.328  -0.436
Li: 1.760 0.338 0.425  0.785
Y: 0.106 -0.699 -1.789  1.546
H: -1.411 1.570 1.004  0.126
H: -0.916 -0.739 1.982  0.124

Forces on atoms 1 to 3 (eV/Å):
0.4 0.2 0.1
0.9 -0.6 -0.7
-0.3 -0.3 0.9

***

(3)
Formula: C2H3LiOYb
Source: the Open Molecules 2025 dataset
Level of theory: the ωB97M-V functional and the def2-TZVPD basis

Output
Total charge   +1
LUMO (spin up / spin down)   -0.1753 / -0.1970 hartree
<S²>   0.7549
Gap between HOMO and LUMO (spin up / spin down)   5.3 / 5.8 eV
2S+1   2
Energy relative to the best compared isomer or geometry (same formula, charge and spin)   45.3 kcal per mole

Last column: Löwdin charge in e.
Atoms and positions in Å:
O: 0.565 -1.365 -0.764  -0.397
C: -0.141 -0.254 -1.131  -0.281
Li: 1.676 -0.303 2.517  0.680
Yb: -1.434 -1.935 1.147  1.114
H: -1.206 -0.489 -1.315  0.036
C: 0.101 1.051 -0.070  -0.106
H: -0.676 1.813 -0.215  -0.028
H: 1.115 1.480 -0.168  -0.018

Forces on atoms 1 to 3 (eV/Å):
-2.8 3.1 -1.9
2.7 -1.1 8.1
-0.3 0.2 -0.6

***

(4)
Formula: C2H3N
Source: the Open Molecules 2025 dataset
Level of theory: the ωB97M-V functional and the def2-TZVPD basis

Output
LUMO   0.0301 hartree
Gap between HOMO and LUMO   12.6 eV
Structure (SMILES)   CC#N
Energy relative to the best compared isomer or geometry (same formula, charge and spin)   7.9 kcal per mole

Last column: Löwdin charge in e.
Atoms and positions in Å:
C: -0.629 0.128 0.722  -0.256
C: 0.302 -0.040 -0.360  -0.057
N: -1.367 0.207 1.608  0.130
H: 0.085 -0.804 -1.020  0.068
H: 1.219 -0.322 -0.051  0.050
H: 0.391 0.832 -0.900  0.065

Forces on atoms 1 to 3 (eV/Å):
-1.1 -0.4 1.3
-1.7 0.4 0.5
0.7 0.1 -0.9

***

(5)
Formula: C2H3N2O
Source: the Open Molecules 2025 dataset
Level of theory: the ωB97M-V functional and the def2-TZVPD basis

Output
Total charge   -1
LUMO (spin up / spin down)   0.1604 / 0.1186 hartree
Gap between HOMO and LUMO (spin up / spin down)   7.0 / 5.8 eV
Energy relative to the best compared isomer or geometry (same formula, charge and spin)   92.5 kcal per mole

Last column: Löwdin charge in e.
Atoms and positions in Å:
C: -1.751 -0.755 0.021  -0.508
C: 1.811 0.101 -0.144  0.026
N: -1.715 -1.919 0.007  0.001
N: -1.616 0.461 -0.386  -0.221
O: -1.864 1.606 0.070  -0.241
H: 1.298 1.055 -0.393  -0.022
H: 2.687 0.188 0.628  -0.007
H: 1.150 -0.738 0.197  -0.028

Forces on atoms 1 to 3 (eV/Å):
-0.4 1.0 0.5
0.3 0.1 2.9
-0.1 -1.9 0.5

***

(6)
Formula: C2H3N2O
Source: the Open Molecules 2025 dataset
Level of theory: the ωB97M-V functional and the def2-TZVPD basis

Output
Total charge   +1
LUMO (spin up / spin down)   -0.3025 / -0.3236 hartree
Gap between HOMO and LUMO (spin up / spin down)   8.2 / 7.6 eV
Energy relative to the best compared isomer or geometry (same formula, charge and spin)   127.8 kcal per mole

Last column: Löwdin charge in e.
Atoms and positions in Å:
C: -1.264 0.838 -0.595  -0.104
C: 0.663 -0.035 -0.729  -0.050
N: -1.126 0.105 0.423  0.049
N: 0.050 -0.395 0.437  0.041
O: -0.163 0.759 -1.348  0.137
H: -2.259 1.359 -0.922  0.212
H: 1.780 -0.112 -0.892  0.194
H: 0.398 -1.066 2.205  0.520

Forces on atoms 1 to 3 (eV/Å):
-3.1 0.9 -1.4
1.7 -0.4 3.2
-2.8 0.2 2.6

***

(7)
Formula: C2H3N2O
Source: the Open Molecules 2025 dataset
Level of theory: the ωB97M-V functional and the def2-TZVPD basis

Output
Total charge   +1
LUMO   -0.3340 hartree
Gap between HOMO and LUMO   8.4 eV
Structure (SMILES)   N#CC[NH+]=O
Energy relative to the best compared isomer or geometry (same formula, charge and spin)   114.3 kcal per mole

Last column: Löwdin charge in e.
Atoms and positions in Å:
C: 1.220 0.632 -0.074  -0.169
C: -0.253 0.424 -0.148  -0.069
N: 2.339 0.706 0.030  0.244
N: -0.608 -0.922 0.112  0.037
O: 0.131 -1.814 -0.149  0.310
H: -0.914 1.004 0.636  0.203
H: -0.373 0.892 -1.118  0.168
H: -1.542 -0.923 0.713  0.275

Forces on atoms 1 to 3 (eV/Å):
-3.3 -0.6 0.7
1.0 3.5 1.8
2.6 0.3 0.1

***

(8)
Formula: C2H3N2O2
Source: the Open Molecules 2025 dataset
Level of theory: the ωB97M-V functional and the def2-TZVPD basis

Output
Total charge   -1
LUMO   0.1468 hartree
Gap between HOMO and LUMO   5.2 eV
Energy relative to the best compared isomer or geometry (same formula, charge and spin)   23.1 kcal per mole

Last column: Löwdin charge in e.
Atoms and positions in Å:
C: -2.040 0.344 1.705  -0.545
C: 1.359 -0.199 -1.289  -0.219
N: 0.050 -0.446 0.765  -0.107
N: 0.044 0.113 -0.257  -0.243
O: -1.873 1.509 1.811  0.070
O: -2.614 -0.672 1.848  0.076
H: 2.140 -0.522 -0.656  -0.033
H: 1.585 0.767 -1.728  -0.013
H: 1.351 -0.895 -2.198  0.015

Forces on atoms 1 to 3 (eV/Å):
0.3 0.5 0.6
-0.3 -0.2 -1.5
-0.4 -0.7 1.7

***

(9)
Formula: C2H3N2O2
Source: the Open Molecules 2025 dataset
Level of theory: the ωB97M-V functional and the def2-TZVPD basis

Output
Total charge   -1
LUMO   0.1631 hartree
Gap between HOMO and LUMO   8.0 eV
Structure (SMILES)   C=CN=[N+]([O-])[O-]
Energy relative to the best compared isomer or geometry (same formula, charge and spin)   69.2 kcal per mole

Last column: Löwdin charge in e.
Atoms and positions in Å:
C: -0.394 0.375 0.133  -0.044
C: 0.878 -0.170 -0.119  -0.189
N: 2.043 0.674 -0.080  0.007
N: 3.159 0.011 -0.001  -0.584
O: 4.206 0.696 0.050  -0.107
O: 3.239 -1.211 0.011  -0.095
H: -1.304 -0.112 -0.060  -0.013
H: -0.534 1.342 0.089  -0.051
H: 1.239 -1.199 -0.255  0.075

Forces on atoms 1 to 3 (eV/Å):
3.8 -5.1 -1.3
0.1 2.1 1.0
-2.8 -0.2 0.0

***

(10)
Formula: C2H3N2O2
Source: the Open Molecules 2025 dataset
Level of theory: the ωB97M-V functional and the def2-TZVPD basis

Output
Total charge   -1
LUMO (spin up / spin down)   0.1149 / 0.1150 hartree
Gap between HOMO and LUMO (spin up / spin down)   5.9 / 6.0 eV
Structure (SMILES)   O=NC/C=N/[O-]
Energy relative to the best compared isomer or geometry (same formula, charge and spin)   97.6 kcal per mole

Last column: Löwdin charge in e.
Atoms and positions in Å:
C: -0.510 -0.308 -0.337  -0.315
C: 0.732 -0.015 0.397  -0.290
N: 1.838 -0.154 -0.243  -0.227
N: -1.461 0.793 -0.163  -0.035
O: -2.597 0.406 0.386  -0.134
O: 2.934 0.341 0.243  -0.311
H: -0.443 -0.496 -1.442  0.117
H: -1.064 -1.288 -0.049  0.106
H: 0.571 0.722 1.208  0.089

Forces on atoms 1 to 3 (eV/Å):
-2.3 -2.7 -0.4
-1.0 1.4 0.2
1.9 0.1 -0.3